Model one:
One molecule with the formula C5H6N2O, computed with ωB97M-V with the def2-TZVPD basis set.

The geometry in ORCA input format:
```
! RIJCOSX wB97M-V def2-TZVPD def2/J DEFGRID3
* xyz 0 1
C 0.493 -1.787 0.144
C -0.658 -0.919 -0.057
C 2.148 -0.212 0.002
C 1.425 0.904 -0.012
C -1.664 1.239 0.107
N 1.750 -1.496 0.132
N -0.601 0.307 0.144
O 1.293 2.048 -0.023
H 0.123 -2.860 0.132
H -1.653 -1.448 -0.283
H 3.090 -0.197 -0.436
H -2.033 1.398 1.029
H -1.381 2.173 -0.205
H -2.332 0.850 -0.674
*
```

The gap between HOMO and LUMO comes out at 8.3 eV. As for the SMILES: C/N=C/C=N\C=C=O. The LUMO energy comes out at 0.07 eV. The HOMO energy is -8.259 eV.



Model two:
One molecule with the formula C5H6N2O, computed with ωB97M-V with the def2-TZVPD basis set.

The geometry in ORCA input format:
```
! RIJCOSX wB97M-V def2-TZVPD def2/J DEFGRID3
* xyz 0 1
C -1.742 -1.000 0.017
C -2.032 0.327 0.286
C -0.413 -1.054 -0.320
C -0.963 1.118 -0.036
C 1.376 0.688 -0.187
N 0.094 0.287 -0.290
N 2.492 -0.082 0.037
O 3.780 -0.025 0.190
H -2.361 -1.690 0.376
H -3.134 0.587 0.425
H 0.183 -2.006 -0.280
H -0.888 2.150 -0.094
H 1.407 1.733 -0.251
H 2.199 -1.033 0.128
*
```

The gap between HOMO and LUMO (spin up / spin down) comes out at 8.5 / 8.5 eV. As for the SMILES: [O-]/[NH+]=C/n1cccc1. The LUMO energy (spin up / spin down) comes out at 0.26 / 0.26 eV. The HOMO energy (spin up / spin down) is -8.213 / -8.215 eV.



Model three:
One molecule with the formula C5H6N2O, computed with ωB97M-V with the def2-TZVPD basis set.

The geometry in ORCA input format:
```
! RIJCOSX wB97M-V def2-TZVPD def2/J DEFGRID3
* xyz 0 1
C -2.233 -0.877 0.612
C -1.401 0.190 -0.047
C 0.052 -0.093 0.010
C 2.177 0.507 0.315
C 2.106 -0.702 -0.290
H -1.969 -0.782 1.596
H -1.825 -1.666 0.322
H -3.404 -0.698 0.418
H 0.845 1.795 0.697
H 3.264 1.183 0.554
H 2.850 -1.291 -0.629
N 0.875 0.900 0.479
N 0.735 -1.087 -0.536
O -1.905 1.079 -0.770
*
```

The gap between HOMO and LUMO comes out at 10.1 eV. As for the SMILES: CC(=O)c1ncc[nH]1. The LUMO energy comes out at 0.77 eV. The HOMO energy is -9.358 eV.



Model four:
One molecule with the formula C5H6N2O, computed with ωB97M-V with the def2-TZVPD basis set.

The geometry in ORCA input format:
```
! RIJCOSX wB97M-V def2-TZVPD def2/J DEFGRID3
* xyz 0 1
C -2.321 -0.896 -0.005
C -1.359 0.323 -0.012
C 0.058 0.148 -0.055
C 2.133 0.631 0.023
C 2.057 -0.692 0.017
H -3.104 -0.428 -0.175
H -2.052 -1.550 1.048
H -2.028 -1.399 -0.817
H 0.617 2.237 0.136
H 3.207 1.321 -0.023
H 2.782 -1.318 -0.184
N 0.997 1.169 -0.009
N 0.742 -1.073 0.033
O -1.729 1.528 0.022
*
```

The gap between HOMO and LUMO comes out at 9.2 eV. As for the SMILES: CC(=O)c1ncc[nH]1. The LUMO energy comes out at 0.19 eV. The HOMO energy is -9.047 eV.



Which structure is the most stable? The one labeled model three.



Model one:
C5H6N2O as an isolated structure, computed with ωB97M-V with the def2-TZVPD basis set.

The geometry in ORCA input format:
```
! RIJCOSX wB97M-V def2-TZVPD def2/J DEFGRID3
* xyz 0 1
C 2.011 -0.419 -0.094
C 0.702 0.043 -0.112
C -1.547 0.899 -0.207
C -1.924 -1.085 0.065
C -0.729 -0.250 -0.139
H 2.841 -0.306 0.714
H 2.477 -0.224 -1.227
H 2.167 -1.574 0.037
H 1.267 2.130 0.686
H -2.213 -1.882 -0.774
H -2.016 -1.318 1.205
N 0.553 1.535 0.014
N -0.824 2.034 -0.091
O -2.763 0.417 -0.077
*
```

The gap between HOMO and LUMO comes out at 8.9 eV. The LUMO energy comes out at 0.51 eV. The HOMO energy is -8.428 eV.



Model two:
C5H6N2O as an isolated structure, computed with ωB97M-V with the def2-TZVPD basis set.

The geometry in ORCA input format:
```
! RIJCOSX wB97M-V def2-TZVPD def2/J DEFGRID3
* xyz 0 1
C 0.857 -0.711 0.349
C 0.773 0.599 0.563
C -0.439 1.306 -0.257
C -1.504 0.529 -0.674
C -1.375 -0.796 -0.328
H 1.356 -1.540 1.950
H 1.477 1.326 1.126
H -1.268 2.802 -0.891
H -2.346 0.941 -1.343
H -2.054 -1.519 -0.549
H -0.087 -2.497 -0.415
N -0.259 2.526 -0.656
N -0.139 -1.503 -0.010
O 1.979 -1.530 0.858
*
```

The gap between HOMO and LUMO comes out at 8.3 eV. The LUMO energy comes out at 0.09 eV. The HOMO energy is -8.205 eV.



Which structure is the most stable? The one labeled model two.



Model one:
A 3-piece molecular cluster, C4H12NO overall, computed with ωB97M-V with the def2-TZVPD basis set.

The geometry in ORCA input format:
```
! RIJCOSX wB97M-V def2-TZVPD def2/J DEFGRID3
* xyz 1 1
C -1.691 -1.232 2.105
C -0.998 -1.588 0.748
C -1.096 -0.479 -0.214
C -0.175 0.620 -0.227
N 0.229 1.373 -1.179
H -1.192 -0.374 2.553
H -1.611 -2.104 2.769
H -2.764 -1.044 2.027
H -1.465 -2.412 0.236
H 0.060 -1.825 0.892
H -1.554 -0.580 -1.211
H 0.393 0.714 0.694
H 1.174 -3.237 -4.633
H 1.145 -3.756 -4.108
H -0.122 1.316 -2.138
H 3.452 2.573 -0.497
H 1.978 2.020 -0.593
O 2.848 1.874 -0.227
*
```

The gap between HOMO and LUMO comes out at 5.8 eV. The LUMO energy comes out at -8.41 eV. The HOMO energy is -14.204 eV.



Model two:
A 2-piece molecular cluster, C4H12NO overall, computed with ωB97M-V with the def2-TZVPD basis set.

The geometry in ORCA input format:
```
! RIJCOSX wB97M-V def2-TZVPD def2/J DEFGRID3
* xyz 1 1
C 0.644 2.995 0.419
C -0.579 2.105 0.188
C -0.329 0.612 0.021
C 0.789 -0.076 -0.271
N 0.667 -1.406 -0.754
H 1.393 2.814 -0.411
H 1.214 2.966 1.414
H 0.248 4.025 0.363
H -1.068 2.418 -0.749
H -1.372 2.285 1.073
H -1.333 0.031 -0.029
H 1.769 0.415 -0.149
H -0.232 -1.844 -0.360
H 0.671 -1.383 -1.870
H 1.237 -2.166 -0.360
H -1.560 -3.993 0.157
H -1.173 -3.200 1.255
O -0.951 -3.293 0.350
*
```

The gap between HOMO and LUMO comes out at 10.9 eV. The LUMO energy comes out at -3.37 eV. The HOMO energy is -14.252 eV.



Which structure is the most stable? The one labeled model two.



Model one:
A 2-piece molecular cluster, C4H12NO overall, computed with ωB97M-V with the def2-TZVPD basis set.

The geometry in ORCA input format:
```
! RIJCOSX wB97M-V def2-TZVPD def2/J DEFGRID3
* xyz 1 1
C 0.957 -0.227 -0.109
C -0.472 -0.655 0.095
C -0.729 -0.912 1.584
C -0.574 -2.107 2.096
N 0.973 1.325 -0.420
H 1.753 -0.439 0.596
H 1.466 -0.716 -0.911
H -1.102 0.177 -0.369
H -0.709 -1.551 -0.541
H -0.823 0.016 2.344
H -0.872 -2.339 3.120
H -0.285 -3.029 1.645
H 0.448 1.593 -1.174
H 0.427 1.797 0.407
H 1.886 1.704 -0.293
H -0.106 1.706 -3.116
H -1.550 2.103 -2.576
O -0.687 1.555 -2.378
*
```

The gap between HOMO and LUMO comes out at 9.9 eV. The LUMO energy comes out at -3.43 eV. The HOMO energy is -13.340 eV.



Model two:
A 3-piece molecular cluster, C4H12NO overall, computed with ωB97M-V with the def2-TZVPD basis set.

The geometry in ORCA input format:
```
! RIJCOSX wB97M-V def2-TZVPD def2/J DEFGRID3
* xyz 1 1
C -2.018 0.428 0.515
C -0.666 -0.003 0.033
C -0.184 -0.162 -1.214
C -0.796 0.186 -2.595
O 2.294 -0.244 0.096
N 1.695 -0.293 2.725
H -2.063 0.620 1.621
H -2.532 1.194 -0.046
H -2.616 -0.481 0.370
H 0.029 -0.273 0.844
H 0.921 -0.400 -1.248
H -1.882 0.063 -2.584
H -0.549 1.216 -2.974
H -0.411 -0.522 -3.337
H 1.898 -0.128 1.720
H 3.151 -0.248 -0.311
H 1.986 0.350 3.405
H 1.743 -1.303 2.977
*
```

The gap between HOMO and LUMO comes out at 4.3 eV. The LUMO energy comes out at -9.57 eV. The HOMO energy is -13.896 eV.



Model three:
A 2-piece molecular cluster, C4H12NO overall, computed with ωB97M-V with the def2-TZVPD basis set.

The geometry in ORCA input format:
```
! RIJCOSX wB97M-V def2-TZVPD def2/J DEFGRID3
* xyz 1 1
C 0.086 1.911 -0.353
C -0.420 0.861 -1.310
C -1.182 1.036 -2.405
N 0.098 -0.488 -0.971
H -0.288 2.883 -0.656
H -0.209 1.754 0.659
H 1.195 1.878 -0.434
H -1.628 0.188 -2.968
H -1.466 2.061 -2.683
H -0.142 -0.812 0.030
H 1.129 -0.474 -0.973
H -0.265 -1.187 -1.623
C 0.869 -1.714 2.332
O -0.349 -1.378 1.585
H 0.683 -2.586 3.018
H 1.606 -2.080 1.639
H 1.225 -0.819 2.883
H -0.940 -1.034 2.230
*
```

The gap between HOMO and LUMO comes out at 11.2 eV. The LUMO energy comes out at -3.25 eV. The HOMO energy is -14.426 eV.



Which structure is the most stable? The one labeled model three.



Model one:
A 2-piece molecular cluster, C4H12NO overall, computed with ωB97M-V with the def2-TZVPD basis set.

The geometry in ORCA input format:
```
! RIJCOSX wB97M-V def2-TZVPD def2/J DEFGRID3
* xyz 1 1
C -1.936 -0.778 1.502
C -0.496 -1.471 1.260
C 0.423 -0.600 0.600
C 1.795 -0.631 0.580
N -0.135 0.614 -0.183
H -1.982 0.318 1.552
H -2.227 -1.041 2.580
H -2.760 -1.216 0.963
H -0.629 -2.329 0.499
H -0.083 -1.902 2.131
H 2.274 -1.095 1.455
H 2.370 -0.112 -0.174
H 0.686 1.173 -0.620
H -0.825 0.265 -0.877
H -0.549 1.195 0.526
H 2.076 2.175 -3.982
H 0.849 3.149 -4.126
O 1.149 2.285 -3.687
*
```

The gap between HOMO and LUMO comes out at 10.7 eV. The LUMO energy comes out at -3.45 eV. The HOMO energy is -14.118 eV.



Model two:
A 2-piece molecular cluster, C4H12NO overall, computed with ωB97M-V with the def2-TZVPD basis set.

The geometry in ORCA input format:
```
! RIJCOSX wB97M-V def2-TZVPD def2/J DEFGRID3
* xyz 1 1
C -1.244 2.400 0.782
C -1.130 0.887 0.594
C -0.014 0.385 -0.245
C 0.140 0.446 -1.547
N 1.102 -0.249 0.558
H -0.277 2.883 0.940
H -1.512 2.883 -0.161
H -2.000 2.703 1.493
H -1.201 0.430 1.577
H -2.089 0.534 0.206
H -0.646 0.947 -2.093
H 0.870 0.008 -2.229
H 1.172 -1.258 0.306
H 0.855 -0.204 1.543
H 1.958 0.263 0.359
H 0.776 -3.355 -1.151
H 0.296 -3.487 0.383
O 0.872 -3.044 -0.244
*
```

The gap between HOMO and LUMO comes out at 11.4 eV. The LUMO energy comes out at -3.25 eV. The HOMO energy is -14.635 eV.



Which structure is the most stable? The one labeled model two.



Model one:
One molecule with the formula C4H4N2O, computed with ωB97M-V with the def2-TZVPD basis set.

The geometry in ORCA input format:
```
! RIJCOSX wB97M-V def2-TZVPD def2/J DEFGRID3
* xyz 0 1
C -0.160 1.256 -1.256
C 1.044 -0.092 0.470
C -0.424 -0.371 0.558
C -0.909 -1.734 0.678
H 0.692 1.703 -1.790
H 1.394 0.819 0.949
H 1.757 -0.917 0.437
H -1.040 0.379 1.062
N 0.182 0.028 -0.689
N -1.281 -2.824 0.797
O -1.257 1.752 -1.216
*
```

The gap between HOMO and LUMO comes out at 11.3 eV. As for the SMILES: N#C[C@H]1CN1C=O. The LUMO energy comes out at 0.53 eV. The HOMO energy is -10.793 eV.



Model two:
One molecule with the formula C4H4N2O, computed with ωB97M-V with the def2-TZVPD basis set.

The geometry in ORCA input format:
```
! RIJCOSX wB97M-V def2-TZVPD def2/J DEFGRID3
* xyz 0 1
O 2.353 -1.280 0.368
C 1.289 -0.785 0.063
C 1.091 0.669 -0.075
C -0.152 1.169 0.010
N -1.225 0.304 0.073
C -1.006 -1.035 -0.106
N 0.148 -1.590 -0.160
H 1.959 1.311 -0.151
H -0.387 2.228 0.031
H -2.165 0.652 0.162
H -1.904 -1.642 -0.215
*
```

The gap between HOMO and LUMO comes out at 9.7 eV. As for the SMILES: O=c1cc[nH]cn1. The LUMO energy comes out at 0.37 eV. The HOMO energy is -9.337 eV.



Model three:
A 2-piece molecular cluster, C4H4N2O overall, computed with ωB97M-V with the def2-TZVPD basis set.

The geometry in ORCA input format:
```
! RIJCOSX wB97M-V def2-TZVPD def2/J DEFGRID3
* xyz 0 1
C -0.099 0.317 1.287
C -1.169 0.090 0.328
C 0.591 -1.643 -1.591
C 0.746 1.156 0.651
N 1.008 -2.174 -0.706
N -0.955 0.802 -0.722
O 0.203 1.492 -0.530
H -0.159 -0.053 2.310
H -1.782 -0.757 0.428
H 0.205 -1.141 -2.453
H 1.410 1.912 0.998
*
```

The gap between HOMO and LUMO comes out at 11.2 eV. As for the SMILES: c1cnoc1.C#N. The LUMO energy comes out at 1.06 eV. The HOMO energy is -10.170 eV.



Model four:
One molecule with the formula C4H4N2O, computed with ωB97M-V with the def2-TZVPD basis set.

The geometry in ORCA input format:
```
! RIJCOSX wB97M-V def2-TZVPD def2/J DEFGRID3
* xyz 0 1
O -0.870 2.071 -0.044
C 0.059 1.067 0.017
C -1.264 0.690 -0.435
C -0.659 -0.093 0.696
N 0.292 -1.092 0.289
C 1.384 -0.503 -0.295
N 1.323 0.778 -0.475
H -1.643 0.502 -1.428
H -1.148 -0.266 1.661
H 0.301 -2.041 0.623
H 2.223 -1.113 -0.610
*
```

The gap between HOMO and LUMO comes out at 9.1 eV. As for the SMILES: C1=N[C@@]23O[C@@H]2[C@H]3N1. The LUMO energy comes out at 0.78 eV. The HOMO energy is -8.339 eV.



Which structure is the most stable? The one labeled model two.